(1)
Formula: C40H33FeN3O3P
Source: the OMol25 dataset
Level of theory: the ωB97M-V functional and the def2-TZVPD basis

Properties
HOMO (alpha / beta) = -10.97 / -11.01 eV
LUMO (alpha / beta) = -5.186 / -5.124 eV
frontier orbital gap (alpha / beta) = 5.79 / 5.88 eV
2S+1 = 5
charge = +1

Last column: Löwdin spin population.
Positions of all 81 atoms, in Å:
1 Fe 0.67824 -0.42316 0.31014  3.66
2 C 2.35906 -2.88786 2.31398  0.00
3 C 1.59035 -1.62126 2.57124  0.01
4 C 0.34504 -1.63476 3.20520  0.02
5 C -0.35410 -0.45851 3.43855  0.02
6 C 0.16425 0.76568 3.02696  0.02
7 C 1.40992 0.81294 2.40885  0.01
8 C 2.11992 -0.37604 2.19822  0.01
9 H 2.24930 -3.22306 1.28056  0.00
10 H 2.01211 -3.69141 2.96087  0.00
11 H 3.42316 -2.73606 2.49324  0.00
12 H -0.07636 -2.58231 3.51669  0.00
13 H -1.31241 -0.49804 3.93962  0.00
14 H -0.38550 1.68084 3.20288  0.00
15 H 1.83560 1.75576 2.09055  0.00
16 H 3.10727 -0.34627 1.75353  0.00
17 C -2.76666 5.14116 -4.84267  0.00
18 C -2.66514 3.78490 -5.11630  0.00
19 C -2.07486 2.93490 -4.19217  0.00
20 C -1.59876 3.43118 -2.97924  0.00
21 C -1.70170 4.79646 -2.71554  0.00
22 C -2.27847 5.64822 -3.64531  0.00
23 P -0.89628 2.20950 -1.82920  0.00
24 C -0.00456 3.23911 -0.60085  0.00
25 C 1.18101 3.84053 -1.02953  0.00
26 C 1.96057 4.57250 -0.15098  0.00
27 C 1.58259 4.70297 1.17994  0.00
28 C 0.41430 4.10384 1.62134  0.00
29 C -0.37628 3.38061 0.73375  0.00
30 C -2.40279 1.79661 -0.81658  -0.01
31 C -3.54598 2.58712 -0.76545  0.00
32 C -4.63643 2.20698 0.00066  -0.01
33 C -4.63799 1.02531 0.75490  0.00
34 C -3.52678 0.21928 0.73667  0.00
35 C -2.43036 0.62253 -0.04240  0.01
36 H -3.21751 5.80666 -5.56674  0.00
37 H -3.03341 3.39048 -6.05396  0.00
38 H -1.97837 1.87841 -4.41856  0.00
39 H -1.31512 5.19727 -1.78579  0.00
40 H -2.34611 6.70733 -3.43522  0.00
41 H 1.49927 3.73299 -2.06071  0.00
42 H 2.87102 5.03914 -0.50341  0.00
43 H 2.19408 5.27598 1.86416  0.00
44 H 0.10420 4.21260 2.65322  0.00
45 H -1.29491 2.93975 1.09854  0.00
46 H -3.58634 3.50451 -1.33840  0.00
47 H -5.51320 2.84185 0.01645  0.00
48 H -5.50619 0.75422 1.33812  0.00
49 H -3.47876 -0.70460 1.29522  0.00
50 O 2.14586 0.74728 -0.49349  0.07
51 C 2.37613 -0.16068 -1.36450  0.01
52 N 3.26849 -0.16390 -2.34784  0.01
53 C 3.10551 -1.38273 -3.15374  0.00
54 C 1.95057 -2.08181 -2.36889  0.01
55 O 1.44267 -3.12427 -2.66952  0.00
56 N 1.61555 -1.27098 -1.29031  0.04
57 C 2.64139 -1.00022 -4.55702  0.00
58 C 3.44530 -1.15405 -5.67504  0.00
59 C 3.00145 -0.72675 -6.92256  0.00
60 C 1.75580 -0.13984 -7.05726  0.00
61 C 0.94784 0.02624 -5.93737  0.00
62 C 1.38938 -0.40080 -4.69843  0.00
63 C 4.33615 -2.27797 -3.10595  0.00
64 C 4.29661 -3.51248 -3.75115  0.00
65 C 5.38486 -4.36560 -3.68866  0.00
66 C 6.52487 -3.99940 -2.98302  0.00
67 C 6.56482 -2.77781 -2.33330  0.00
68 C 5.47049 -1.92155 -2.39059  0.00
69 H 3.78832 0.65027 -2.62881  0.00
70 H 4.42399 -1.60506 -5.58407  0.00
71 H 3.63779 -0.85538 -7.78776  0.00
72 H 1.41177 0.18840 -8.02896  0.00
73 H -0.02719 0.48595 -6.03337  0.00
74 H 0.74979 -0.26645 -3.83134  0.00
75 H 3.40422 -3.80697 -4.28735  0.00
76 H 5.34123 -5.32163 -4.19320  0.00
77 H 7.37543 -4.66649 -2.94057  0.00
78 H 7.44549 -2.48280 -1.77835  0.00
79 H 5.51282 -0.97307 -1.87218  0.00
80 O -1.18634 -1.15214 0.59922  0.08
81 N -1.27261 -0.13208 -0.11526  0.04

Atoms 1-2, force components in eV/Å:
Fe 0.7 0.0 0.4
C 0.0 0.0 0.0

---

(2)
Formula: C5H8O2
Source: the OMol25 dataset
Level of theory: the ωB97M-V functional and the def2-TZVPD basis

Properties
HOMO = -9.94 eV
LUMO = 0.488 eV
frontier orbital gap = 10.43 eV
2S+1 = 1

Last column: Mulliken charge in e.
Positions of all 15 atoms, in Å:
1 O 2.45197 -0.76932 0.84077  -0.44
2 C 2.11733 -1.42245 -0.11975  -0.10
3 C -0.49750 0.41876 0.66617  -0.42
4 C -1.62488 1.12932 0.50062  -0.38
5 C -2.33835 0.13357 -0.40219  -0.45
6 C -1.00459 -0.64296 -0.24539  0.52
7 O -0.56852 -1.65761 -0.72887  -0.58
8 H 2.54586 1.44723 0.12922  -0.20
9 H 1.87055 -2.49402 -0.04077  0.27
10 H 2.03672 -0.98022 -1.13057  0.26
11 H 0.42786 0.55814 1.21209  0.47
12 H -1.93536 2.09909 0.87522  0.38
13 H 2.30236 2.08572 -0.16972  0.20
14 H -2.57240 0.45772 -1.42151  0.24
15 H -3.21106 -0.36300 0.03469  0.23

Atoms 1-2, force components in eV/Å:
O -0.2 -0.4 -0.4
C 0.2 0.1 0.3

---

(3)
Formula: C31H57CuN2O2P2
Source: the OMol25 dataset
Level of theory: the ωB97M-V functional and the def2-TZVPD basis

Properties
HOMO (alpha / beta) = -9.71 / -9.64 eV
LUMO (alpha / beta) = -2.512 / -4.331 eV
frontier orbital gap (alpha / beta) = 7.20 / 5.30 eV
2S+1 = 2
charge = +1

Last column: Löwdin spin population.
Positions of all 95 atoms, in Å:
1 C -1.31556 -1.09348 -2.75504  0.00
2 C 0.89787 -0.57022 -2.26086  0.00
3 C -0.97332 -1.45165 -4.06672  0.00
4 C 1.31290 -1.02311 -3.51882  0.00
5 C 0.36152 -1.48147 -4.42097  0.00
6 H -1.79295 -1.72245 -4.75825  0.00
7 H 2.36723 -0.99554 -3.75354  0.00
8 H 0.68414 -1.84899 -5.38877  0.00
9 N -0.37986 -0.78402 -1.83841  0.00
10 P -2.87608 -1.27595 -0.42970  0.00
11 P 2.75277 0.31185 0.02128  0.50
12 C -2.76424 -1.06289 -2.28120  0.00
13 H -3.19143 -0.08492 -2.56449  0.00
14 H -3.38922 -1.76610 -2.86296  0.00
15 C 1.90986 0.31252 -1.60319  0.02
16 H 2.69760 0.49922 -2.41821  0.01
17 C 4.08652 1.59776 -0.50486  0.04
18 C 3.54113 -1.15515 1.06165  0.11
19 C -3.96263 0.14097 0.22106  0.00
20 C -3.59994 -2.97621 -0.34365  0.00
21 C 3.82563 2.71072 0.51226  0.02
22 H 4.01760 2.39279 1.54404  0.00
23 H 4.47726 3.57566 0.31336  0.00
24 H 2.77579 3.04913 0.44930  0.00
25 C 5.51854 1.08110 -0.42920  0.01
26 H 5.82508 0.73112 0.55913  0.00
27 H 5.68275 0.28858 -1.17776  0.00
28 H 6.17263 1.92531 -0.70034  0.00
29 C 3.94625 2.12900 -1.94424  0.00
30 H 4.45784 3.08053 -2.06691  0.00
31 H 4.35109 1.42363 -2.68676  0.00
32 H 2.88656 2.27263 -2.20820  0.00
33 C 4.12975 -0.50771 2.32506  0.01
34 H 3.32978 -0.09894 2.95848  0.00
35 H 4.65571 -1.28368 2.90126  0.00
36 H 4.85796 0.29366 2.11665  0.00
37 C 2.42552 -2.11728 1.49018  0.00
38 H 1.70579 -1.61234 2.16096  0.00
39 H 1.88791 -2.53775 0.62969  0.00
40 H 2.87027 -2.95206 2.05670  0.00
41 C 4.55968 -1.94550 0.24861  0.04
42 H 5.42366 -1.33373 -0.08559  0.00
43 H 4.97170 -2.72468 0.90308  0.01
44 H 4.10620 -2.41521 -0.62346  0.00
45 C -3.92282 -3.35854 1.11558  0.00
46 H -4.34557 -4.37610 1.10100  0.00
47 H -3.03303 -3.36756 1.75301  0.00
48 H -4.68615 -2.70342 1.55843  0.00
49 C -2.56397 -3.98275 -0.90558  0.00
50 H -2.37707 -3.82172 -1.97931  0.00
51 H -1.60903 -3.93855 -0.36174  0.00
52 H -2.97519 -5.00097 -0.78562  0.00
53 C -4.88329 -3.07966 -1.18685  0.00
54 H -5.27186 -4.10357 -1.10244  0.00
55 H -5.66887 -2.40951 -0.81813  0.00
56 H -4.71967 -2.87518 -2.25190  0.00
57 C -3.73674 1.36366 -0.68356  0.00
58 H -4.19349 1.24817 -1.67543  0.00
59 H -4.19300 2.25309 -0.21796  0.00
60 H -2.66145 1.55972 -0.81229  0.00
61 C -3.53159 0.50644 1.65835  0.00
62 H -2.49500 0.86943 1.70319  0.00
63 H -4.18866 1.31106 2.02046  0.00
64 H -3.62701 -0.34559 2.34474  0.00
65 C -5.44648 -0.21743 0.20623  0.00
66 H -5.82338 -0.37857 -0.81056  0.00
67 H -5.67789 -1.08548 0.83460  0.00
68 H -6.00248 0.63386 0.62334  0.00
69 Cu -0.81037 -0.71547 0.13941  0.01
70 C -0.84982 -1.88225 1.51464  0.00
71 O -0.77973 -2.66915 2.33721  0.00
72 N -0.02876 1.14555 0.09443  0.17
73 C 0.84377 1.58384 -0.75274  0.04
74 C 0.61848 3.12336 -1.20225  0.00
75 C 1.48780 3.90790 -2.17187  0.00
76 C -0.79690 3.21296 -1.75475  0.00
77 C 0.53234 3.95554 0.07765  0.00
78 H 2.51217 4.09527 -1.79116  0.00
79 H 1.51544 3.47567 -3.17947  0.00
80 H 1.04090 4.91998 -2.28175  0.00
81 H -1.49248 2.93569 -0.94599  0.00
82 H -1.08581 4.22340 -2.08418  0.00
83 H -0.96703 2.50943 -2.56923  0.00
84 H 0.07277 4.94054 -0.09347  0.00
85 H -0.06183 3.39225 0.80324  0.00
86 H 1.51019 4.10651 0.56323  0.00
87 C -0.33027 0.31362 6.05873  0.00
88 C -0.12250 -0.54476 4.81976  0.00
89 O 0.75992 -0.00703 3.82477  0.00
90 H 0.62896 0.51435 6.56502  0.00
91 H -0.98098 -0.21393 6.75073  0.00
92 H -0.80995 1.26886 5.79759  0.00
93 H 0.32637 -1.52125 5.08011  0.00
94 H -1.07524 -0.75515 4.32367  0.00
95 H 0.74902 0.98832 3.96841  0.00

Atoms 1-2, force components in eV/Å:
C 0.2 -0.5 0.3
C -0.1 -0.6 -0.6

---

(4)
Formula: C4H13N2
Source: the OMol25 dataset
Level of theory: the ωB97M-V functional and the def2-TZVPD basis

Properties
HOMO = -13.38 eV
LUMO = -4.669 eV
frontier orbital gap = 8.71 eV
2S+1 = 1
charge = +1

Last column: Mulliken charge in e.
Positions of all 19 atoms, in Å:
1 C -1.25526 -1.83129 0.40850  -0.94
2 C -1.13042 -0.82877 1.58191  -0.35
3 C 0.09258 1.23531 1.27058  -0.19
4 N -0.94608 0.53145 1.04445  0.04
5 H -2.26519 -1.61566 -0.07647  0.35
6 H -0.38923 -1.73967 -0.23394  0.21
7 H -1.30724 -2.80289 0.86156  0.34
8 H -2.03820 -0.92062 2.13042  0.30
9 H -0.20103 -1.10178 2.17368  0.29
10 H 0.13962 2.29068 1.03230  0.35
11 H 0.90511 0.67615 1.72859  0.22
12 H -1.67428 0.94597 0.45466  0.32
13 C 1.22085 1.18761 -2.01305  -0.89
14 N 1.53740 0.08027 -1.08805  -0.50
15 H 1.72719 1.01909 -3.05076  0.31
16 H 1.45150 2.15840 -1.65088  0.36
17 H 0.15266 1.31021 -2.15237  0.30
18 H 1.48516 -0.79599 -1.63169  0.26
19 H 2.49486 0.20150 -0.78946  0.24

Atoms 1-2, force components in eV/Å:
C -1.5 1.3 0.4
C 2.0 -1.4 -1.3

---

The records above yield total energy values of -3538.914385; -345.674248; -3798.204762; -269.421431 Eh, respectively.
The records above yield energy relative to the best compared isomer or geometry (same formula, charge and spin) values of 34.8; 343.2; 357.9; 208.1 kJ/mol, respectively.